No. 1
Molecular formula: C22H33F7N4O6PS
Method: DFT, ωB97M-V/def2-TZVPD

Geometry as XYZ:
```
74
Properties=species:S:1:pos:R:3:forces:R:3
C -0.843 -3.471 3.476 0.445 0.575 -0.210
C -1.234 -2.124 2.881 0.071 -0.359 0.332
O -2.175 -2.349 1.842 -0.192 0.025 -0.274
C -2.583 -1.158 1.201 0.642 0.043 0.155
C -1.485 -0.717 0.230 0.139 0.274 0.466
O -2.000 -0.001 -0.909 0.160 -0.204 -0.011
C -1.722 -0.550 -2.128 -0.716 -0.484 0.324
N -0.436 0.021 -2.654 0.064 0.034 -0.620
C 0.500 0.540 -1.819 0.624 0.283 0.145
C 1.574 0.972 -2.549 -0.910 -0.222 -0.032
C 2.822 1.614 -2.038 0.286 -0.788 0.754
C 3.190 0.964 -0.699 -1.160 -0.449 -0.070
C 2.420 1.440 0.469 1.364 0.319 0.075
O 3.798 1.813 0.203 0.251 0.519 -0.138
N 1.229 0.701 -3.873 0.301 0.748 -0.163
P 2.288 1.074 -5.226 0.919 -0.584 -0.883
O 2.962 -0.119 -5.737 -0.106 -0.108 0.186
C 0.007 0.126 -3.908 0.174 -0.409 0.533
S -0.993 -0.399 -5.297 -1.656 0.737 -0.799
O -1.453 0.795 -5.929 0.817 0.224 -0.056
O -1.985 -1.309 -4.830 0.656 -0.416 0.575
C 0.002 -1.329 -6.575 0.084 -0.637 -0.230
F -0.942 -1.761 -7.414 -0.289 0.074 0.092
F 0.777 -0.499 -7.254 0.062 0.244 0.241
C 0.792 -2.561 -6.027 0.411 -0.062 -0.735
F 1.919 -2.649 -6.733 0.132 -0.024 0.018
F 1.108 -2.379 -4.734 -0.229 0.230 0.330
C 0.065 -3.931 -6.186 0.520 -0.102 0.626
F -1.181 -3.877 -5.760 -0.514 0.087 0.012
F 0.727 -4.797 -5.424 0.160 -0.203 0.163
F 0.123 -4.348 -7.429 -0.232 0.072 -0.513
H -1.645 -4.194 3.378 -0.138 -0.048 0.161
H 0.042 -3.831 2.958 -0.057 -0.319 -0.086
H -0.550 -3.325 4.512 -0.142 -0.186 0.164
H -1.663 -1.459 3.635 -0.160 0.041 0.014
H -0.319 -1.645 2.518 -0.068 0.188 -0.185
H -3.519 -1.324 0.675 -0.067 -0.150 -0.028
H -2.678 -0.365 1.943 -0.435 -0.121 -0.133
H -0.888 -1.589 -0.047 -0.135 -0.100 -0.324
H -0.824 -0.033 0.764 0.060 0.087 -0.015
H -2.533 -0.347 -2.816 0.127 0.369 -0.165
H -1.602 -1.633 -2.089 0.189 -0.063 -0.009
H 0.349 0.587 -0.762 -0.072 -0.028 0.104
H 3.668 1.476 -2.703 0.011 0.241 -0.198
H 2.673 2.658 -1.769 -0.028 0.242 -0.525
H 3.476 -0.084 -0.727 0.356 0.069 0.035
H 2.462 0.886 1.396 -0.959 -0.252 -0.275
H 1.720 2.248 0.291 -0.163 0.039 0.320
H 3.182 2.002 -4.687 -0.519 0.310 0.238
H 1.454 1.729 -6.143 -0.233 0.136 0.370
C 3.558 -0.464 6.208 0.033 0.013 -0.037
C 4.287 0.700 5.548 -0.059 -0.192 0.182
C 3.642 1.137 4.228 0.172 0.234 0.160
C 3.696 0.087 3.214 0.054 -0.116 0.171
N 3.746 -0.754 2.434 -0.043 -0.025 -0.048
H 3.578 -1.355 5.579 -0.015 0.010 -0.016
H 4.029 -0.718 7.156 -0.013 -0.011 0.010
H 2.515 -0.210 6.409 -0.005 -0.007 0.001
H 5.330 0.430 5.375 0.007 0.047 -0.062
H 4.289 1.556 6.224 0.001 0.063 -0.070
H 4.154 2.019 3.838 -0.007 -0.040 -0.094
H 2.600 1.421 4.394 -0.035 -0.085 -0.050
C -4.754 4.296 3.182 -0.004 -0.045 -0.036
C -5.357 2.908 2.996 0.043 0.254 -0.023
C -4.631 1.828 3.806 -0.322 -0.009 -0.093
C -3.247 1.651 3.377 0.083 0.078 0.193
N -2.159 1.508 3.038 0.041 0.126 -0.031
H -3.720 4.331 2.832 0.011 -0.014 0.027
H -5.320 5.035 2.617 0.003 0.018 0.010
H -4.768 4.592 4.231 0.010 0.007 0.002
H -5.348 2.642 1.937 -0.002 -0.075 0.015
H -6.401 2.923 3.310 -0.001 -0.089 0.023
H -5.149 0.872 3.700 0.093 -0.047 0.004
H -4.645 2.078 4.868 0.106 0.012 0.009
```
Forces are in eV/Å.

Computed properties:
Frontier orbital gap   7.95 eV
Charge   +1
Strongest force on any atom   1.98 eV/A
E_LUMO   -4.08 eV
E_HOMO   -0.4423 hartree
Spin multiplicity   1


No. 2
Molecular formula: C22H33N2OTi
Method: DFT, ωB97M-V/def2-TZVPD

Geometry as XYZ:
```
59
Properties=species:S:1:pos:R:3:forces:R:3
C 1.412 -1.847 1.065 -0.538 -0.210 -1.248
C 1.944 -1.207 -0.105 -0.809 -0.431 0.023
C 0.978 -1.344 -1.170 0.068 -0.658 0.936
C -0.137 -2.090 -0.654 0.945 0.079 0.500
C 0.119 -2.370 0.735 0.758 0.485 -0.443
Ti 0.075 0.015 0.488 -0.650 0.341 -0.272
C -3.175 1.315 -0.776 5.943 1.313 0.210
C -2.477 0.984 0.396 -1.745 0.415 -0.179
H -2.212 1.769 1.175 -0.801 -0.761 -0.924
C -2.152 -0.398 0.744 1.130 0.404 -0.058
H -2.646 -1.101 0.070 0.287 0.056 0.385
H -2.340 -0.641 1.806 0.071 0.050 -0.611
C -3.199 2.822 -1.029 -0.578 0.512 -0.115
H -2.592 3.396 -0.304 -0.374 -0.474 -0.144
H -2.835 3.122 -2.039 -0.412 -0.407 0.640
H -4.216 3.186 -0.916 -0.232 0.306 -0.206
C -2.707 0.525 -2.055 -0.795 -1.009 -0.448
H -1.746 -0.100 -1.959 -1.465 0.874 0.395
H -3.540 -0.174 -2.313 0.820 0.311 -0.420
H -2.475 1.198 -2.947 -0.757 -0.701 1.337
C 3.324 -0.660 -0.184 0.408 0.371 -0.019
H 3.521 -0.057 0.713 0.137 -0.052 -0.236
H 4.103 -1.441 -0.218 -0.431 0.072 -0.025
H 3.447 -0.014 -1.059 0.033 -0.260 0.223
C 1.163 -0.908 -2.583 -0.077 0.274 -0.340
H 1.660 0.071 -2.620 -0.049 -0.233 -0.139
H 1.750 -1.637 -3.166 -0.074 0.209 0.304
H 0.196 -0.815 -3.090 0.189 0.060 0.064
C -1.232 -2.704 -1.458 -0.469 -0.044 -0.250
H -1.325 -2.239 -2.444 0.033 -0.091 0.184
H -1.049 -3.777 -1.627 0.132 0.320 0.135
H -2.208 -2.629 -0.966 0.189 -0.078 -0.111
C -0.723 -3.196 1.645 -0.431 -0.273 0.307
H -1.773 -3.236 1.331 0.262 0.040 -0.048
H -0.356 -4.234 1.680 -0.063 0.266 -0.053
H -0.717 -2.830 2.683 0.137 -0.082 -0.319
C 2.190 -2.125 2.303 0.134 0.200 0.568
H 1.553 -2.463 3.130 0.071 0.064 -0.179
H 2.938 -2.917 2.131 -0.278 0.241 -0.065
H 2.745 -1.242 2.647 -0.081 -0.163 -0.084
C 0.977 1.887 -0.491 -1.320 4.206 -0.309
C 0.249 3.102 -1.116 -1.785 -6.261 -0.273
C 2.267 2.170 -1.064 1.363 -0.473 -1.384
C 0.223 2.810 -2.534 -0.200 2.130 0.372
H -0.610 3.705 -0.867 -0.366 -0.410 1.227
C 2.534 2.730 -2.338 0.017 -0.058 0.269
H 3.081 1.935 -0.387 0.281 -0.111 -0.442
C 1.397 2.873 -3.215 1.693 -0.351 1.135
H -0.767 2.725 -2.997 0.322 1.021 -0.115
H 3.557 3.055 -2.639 -0.951 -0.518 0.369
H 1.437 3.224 -4.229 0.206 -0.685 -0.499
N -0.938 -0.447 4.105 2.380 1.452 1.476
C 0.124 0.284 3.634 -3.110 -1.998 -2.499
N 0.936 0.806 4.481 3.298 2.143 0.440
O 0.254 0.431 2.362 0.216 0.207 1.719
H -1.023 -0.516 5.119 -0.368 -0.202 -0.730
H -1.598 -0.848 3.502 -0.761 -0.433 -0.758
H 1.756 1.367 4.143 -1.369 -0.890 0.378
H 0.859 0.698 5.470 -0.183 -0.102 0.350
```
Forces are in eV/Å.

Computed properties:
Frontier orbital gap   6.33 eV
Charge   +1
Strongest force on any atom   6.52 eV/A
E_LUMO   -3.46 eV
E_HOMO   -0.3597 hartree
Spin multiplicity   1


No. 3
Molecular formula: C22H33N2SZr
Method: DFT, ωB97M-V/def2-TZVPD

Geometry as XYZ:
```
59
Properties=species:S:1:pos:R:3:forces:R:3
C 0.182 1.505 -1.968 -0.881 -0.456 -0.339
C -0.968 1.869 -1.182 0.148 -0.774 -0.754
C -1.895 0.780 -1.226 0.914 0.132 0.079
C -1.298 -0.294 -1.955 0.641 1.118 0.181
C -0.016 0.152 -2.428 -0.480 0.877 -0.008
Zr 0.326 0.152 -0.007 -0.677 -1.752 -0.137
C 0.967 -2.400 1.045 1.841 1.615 0.166
C 1.991 -1.471 0.767 -0.191 -2.156 -0.226
H 2.649 -1.122 1.584 -0.935 0.171 -0.165
C 2.290 -1.077 -0.603 0.181 0.202 -0.256
H 2.298 -1.893 -1.357 -0.413 0.685 0.435
H 3.201 -0.476 -0.767 -0.419 -0.277 0.374
C 0.629 -2.706 2.460 -0.027 -0.147 0.488
H 0.922 -1.889 3.130 -0.029 -0.205 -0.154
H -0.449 -2.854 2.573 0.091 -0.031 0.050
H 1.135 -3.622 2.792 -0.105 0.060 -0.081
C 0.382 -3.290 -0.004 -0.786 0.035 -0.685
H 0.530 -2.955 -1.044 0.137 -0.032 0.424
H 0.794 -4.314 0.062 -0.007 0.421 0.144
H -0.706 -3.387 0.122 0.223 -0.073 0.141
C -1.194 3.162 -0.479 -0.162 0.411 0.252
H -0.249 3.599 -0.135 -0.235 0.034 -0.131
H -1.687 3.894 -1.136 0.121 -0.157 0.168
H -1.837 3.018 0.401 0.152 0.101 -0.223
C -3.278 0.842 -0.686 -0.474 -0.066 0.342
H -3.287 1.318 0.304 -0.087 -0.200 -0.231
H -3.938 1.436 -1.341 0.303 -0.189 0.090
H -3.717 -0.159 -0.584 0.084 0.334 0.000
C -1.967 -1.561 -2.348 -0.178 -0.480 0.038
H -2.604 -1.945 -1.539 0.149 0.021 -0.291
H -2.610 -1.397 -3.226 0.184 -0.047 0.221
H -1.229 -2.329 -2.611 -0.260 0.102 0.046
C 0.817 -0.536 -3.457 0.251 -0.303 -0.302
H 0.801 -1.629 -3.323 0.090 0.365 -0.077
H 0.443 -0.326 -4.475 0.055 -0.048 0.390
H 1.861 -0.199 -3.419 -0.262 -0.188 0.004
C 1.270 2.428 -2.410 0.194 0.272 -0.107
H 2.182 1.879 -2.679 -0.187 0.109 0.049
H 0.959 2.982 -3.311 0.074 -0.159 0.225
H 1.513 3.168 -1.635 -0.041 -0.174 -0.274
C -1.295 -0.329 1.642 0.553 -0.364 -0.883
C -1.211 0.366 2.854 -0.538 -0.005 0.137
C -2.343 -1.259 1.484 -0.430 0.252 0.632
C -2.185 0.198 3.861 0.310 0.086 -0.204
H -0.389 1.077 3.020 -0.290 -0.204 0.090
C -3.335 -1.408 2.472 0.399 -0.057 -0.340
H -2.417 -1.870 0.571 -0.011 0.320 0.419
C -3.255 -0.677 3.663 0.097 -0.012 -0.014
H -2.088 0.763 4.792 -0.121 -0.236 -0.303
H -4.165 -2.102 2.300 0.308 0.232 0.145
H -4.016 -0.807 4.442 0.353 0.096 -0.381
N 4.174 2.434 1.719 0.029 0.150 -0.831
C 3.489 2.074 0.603 0.926 0.535 0.793
N 4.223 1.948 -0.511 -0.864 -0.202 0.178
S 1.775 2.034 0.850 0.937 0.501 0.192
H 5.126 2.814 1.664 -0.686 -0.410 0.122
H 3.624 2.625 2.545 0.191 0.049 -0.078
H 3.887 1.554 -1.381 -0.324 0.248 0.386
H 5.191 2.217 -0.496 0.160 -0.128 0.072
```
Forces are in eV/Å.

Computed properties:
Frontier orbital gap   7.13 eV
Charge   +1
Strongest force on any atom   2.45 eV/A
E_LUMO   -3.39 eV
E_HOMO   -0.3867 hartree
Spin multiplicity   1